(1)
DFT (ωB97M-V/def2-TZVPD) results for a single C2H2N2O2 molecule.

Cartesian coordinates (Å):
1 C -0.907 0.488 0.931
2 C -0.459 -0.123 -0.322
3 N -1.019 0.927 1.970
4 N 0.970 -0.177 -0.270
5 O 1.424 -1.097 0.351
6 O 1.571 0.572 -0.999
7 H -0.921 -1.137 -0.369
8 H -0.659 0.547 -1.293

Summary:
* relative energy (zero: lowest compared OMol25 entry of this formula, charge and spin): 412.81 kJ/mol
* F_max: 4.05 eV/A
* LUMO energy: -0.549 eV
* E_tot: -337.26720 Ha
* SMILES string: N#CC[N+](=O)[O-]
* frontier orbital gap: 11.37 eV



(2)
DFT (ωB97M-V/def2-TZVPD) results for a molecular structure, C45H50BO9PTeW.

Cartesian coordinates (Å):
1 W -0.166 -0.588 1.098
2 C 0.700 -3.252 -5.199
3 C 1.050 -3.535 -3.757
4 C 1.866 -4.796 -3.559
5 O 1.757 -2.414 -3.245
6 C 1.289 -2.125 -1.945
7 C -0.154 -2.655 -1.951
8 O -0.150 -3.622 -2.989
9 C -0.657 -3.322 -0.642
10 O -0.729 -2.294 0.318
11 C 0.289 -4.435 -0.212
12 C 0.186 -5.693 -0.805
13 C 1.072 -6.709 -0.485
14 C 2.084 -6.485 0.440
15 C 2.196 -5.238 1.034
16 C 1.306 -4.222 0.709
17 C -2.090 -3.843 -0.791
18 C -2.615 -4.625 0.236
19 C -3.934 -5.044 0.212
20 C -4.758 -4.682 -0.848
21 C -4.247 -3.901 -1.870
22 C -2.922 -3.482 -1.842
23 C 1.458 -0.611 -1.690
24 O 0.969 -0.442 -0.358
25 C 2.921 -0.178 -1.641
26 C 3.972 -1.085 -1.614
27 C 5.282 -0.638 -1.493
28 C 5.551 0.716 -1.390
29 C 4.503 1.627 -1.414
30 C 3.199 1.183 -1.546
31 C 0.663 0.232 -2.675
32 C -0.528 0.860 -2.346
33 C -1.223 1.598 -3.299
34 C -0.733 1.718 -4.588
35 C 0.470 1.106 -4.919
36 C 1.163 0.374 -3.971
37 H 1.607 -3.104 -5.786
38 H 0.089 -2.352 -5.258
39 H 0.147 -4.091 -5.621
40 H 2.789 -4.737 -4.137
41 H 1.300 -5.668 -3.886
42 H 2.113 -4.922 -2.505
43 H 1.880 -2.651 -1.191
44 H -0.844 -1.839 -2.193
45 H -0.590 -5.875 -1.537
46 H 0.973 -7.675 -0.962
47 H 2.776 -7.277 0.697
48 H 2.975 -5.045 1.760
49 H 1.414 -3.263 1.199
50 H -1.975 -4.913 1.060
51 H -4.318 -5.658 1.017
52 H -5.788 -5.012 -0.874
53 H -4.879 -3.613 -2.700
54 H -2.547 -2.882 -2.659
55 H 3.790 -2.147 -1.703
56 H 6.092 -1.356 -1.479
57 H 6.572 1.063 -1.294
58 H 4.701 2.688 -1.329
59 H 2.382 1.891 -1.553
60 H -0.942 0.803 -1.352
61 H -2.150 2.080 -3.020
62 H -1.273 2.293 -5.328
63 H 0.876 1.205 -5.918
64 H 2.107 -0.083 -4.234
65 C 2.082 8.132 2.546
66 C 0.709 7.464 2.696
67 C 0.399 7.345 4.188
68 C -0.361 8.355 2.052
69 C 0.714 6.101 1.998
70 C 1.071 6.030 0.645
71 C 1.086 4.836 -0.068
72 C 0.722 3.703 0.623
73 O 0.652 2.403 0.182
74 B 0.241 1.646 1.279
75 O 0.055 2.485 2.387
76 C 0.361 3.753 1.952
77 C 0.349 4.931 2.668
78 H 2.091 9.091 3.068
79 H 2.329 8.322 1.502
80 H 2.868 7.505 2.969
81 H 0.445 8.333 4.647
82 H 1.117 6.704 4.703
83 H -0.602 6.947 4.365
84 H -0.393 9.328 2.548
85 H -1.349 7.898 2.132
86 H -0.156 8.523 0.994
87 H 1.343 6.939 0.124
88 H 1.362 4.797 -1.113
89 H 0.068 4.928 3.710
90 C -3.083 -2.574 4.294
91 C -3.224 -2.525 2.795
92 O -3.544 -1.173 2.365
93 P -2.379 -0.129 2.136
94 O -2.054 0.102 0.613
95 Te 1.146 -1.017 3.198
96 O -2.992 1.236 2.639
97 C -3.262 1.420 4.049
98 C -3.482 2.894 4.274
99 H -2.897 -3.600 4.615
100 H -3.988 -2.219 4.788
101 H -2.237 -1.967 4.623
102 H -4.048 -3.133 2.427
103 H -2.314 -2.850 2.288
104 H -2.405 1.054 4.621
105 H -4.138 0.825 4.310
106 H -2.567 3.453 4.081
107 H -3.794 3.075 5.303
108 H -4.260 3.266 3.608

Summary:
* relative energy (zero: lowest compared OMol25 entry of this formula, charge and spin): 49.72 kJ/mol
* F_max: 1.04 eV/A
* LUMO energy (alpha / beta): -0.917 / -0.918 eV
* E_tot: -3123.43731 Ha
* frontier orbital gap (alpha / beta): 6.88 / 6.88 eV



(3)
DFT (ωB97M-V/def2-TZVPD) results for 2 unconnected molecules or ions with the total composition C2H5NOP2.

Cartesian coordinates (Å):
1 C -1.034 -1.389 0.125
2 C 0.572 0.081 0.060
3 N -1.902 -2.133 0.056
4 O 1.697 -0.539 0.343
5 P 0.191 1.284 1.443
6 P 0.423 0.786 -1.572
7 H 2.261 -1.021 -0.352
8 H -1.275 1.744 1.233
9 H -0.101 0.156 2.333
10 H -0.071 -0.400 -1.992
11 H -0.761 1.430 -1.675

Summary:
* relative energy (zero: lowest compared OMol25 entry of this formula, charge and spin): 362.25 kJ/mol
* F_max: 3.72 eV/A
* LUMO energy: -0.584 eV
* E_tot: -891.73485 Ha
* frontier orbital gap: 9.34 eV



(4)
DFT (ωB97M-V/def2-TZVPD) results for a molecular structure, C44H51N4OSSbTeW.

Cartesian coordinates (Å):
1 W -0.438 -0.996 0.138
2 C -2.596 0.614 2.648
3 C -1.159 1.030 2.724
4 C -0.788 1.995 3.651
5 C 0.523 2.426 3.724
6 C 1.463 1.864 2.873
7 C 1.056 0.876 2.000
8 N -0.237 0.477 1.911
9 Sb 2.263 -0.218 0.589
10 C -0.307 -2.342 1.738
11 C 0.083 -3.310 2.645
12 C -0.943 -4.023 3.248
13 C -2.280 -3.778 2.929
14 C -2.617 -2.794 2.018
15 C -4.015 -2.467 1.607
16 N -1.585 -2.107 1.494
17 C -0.223 0.867 -0.802
18 C 0.277 2.051 -1.309
19 C -0.671 3.037 -1.534
20 C -2.024 2.815 -1.264
21 C -2.463 1.601 -0.767
22 C -3.900 1.279 -0.521
23 N -1.501 0.679 -0.558
24 H -3.243 1.472 2.823
25 H -2.812 -0.124 3.425
26 H -2.848 0.178 1.687
27 H -1.547 2.417 4.297
28 H 0.808 3.197 4.428
29 H 2.499 2.173 2.890
30 H 1.118 -3.526 2.860
31 H -0.705 -4.804 3.958
32 H -3.065 -4.368 3.384
33 H -4.659 -3.336 1.723
34 H -4.042 -2.149 0.564
35 H -4.426 -1.666 2.224
36 H 1.325 2.183 -1.538
37 H -0.363 3.998 -1.926
38 H -2.748 3.598 -1.446
39 H -4.417 1.169 -1.476
40 H -4.390 2.082 0.028
41 H -4.015 0.347 0.028
42 S 2.087 -0.298 -2.932
43 C 2.623 -0.790 -4.458
44 N 2.201 -1.976 -4.974
45 C 2.567 -2.474 -6.182
46 C 3.416 -1.777 -6.978
47 C 3.894 -0.537 -6.503
48 C 3.512 -0.058 -5.282
49 H 1.569 -2.515 -4.394
50 H 2.144 -3.433 -6.443
51 H 3.710 -2.169 -7.939
52 H 4.574 0.040 -7.115
53 H 3.875 0.888 -4.909
54 C 6.230 3.714 4.231
55 C 5.575 2.421 3.838
56 C 4.598 1.837 4.633
57 C 3.987 0.635 4.290
58 C 2.970 0.046 5.232
59 C 4.377 0.005 3.100
60 Te 3.429 -1.805 2.523
61 C 5.401 0.543 2.299
62 C 5.961 -0.162 1.091
63 C 5.964 1.755 2.681
64 H 5.752 4.155 5.103
65 H 6.191 4.436 3.415
66 H 7.282 3.552 4.470
67 H 4.310 2.323 5.559
68 H 2.719 0.759 6.016
69 H 3.365 -0.850 5.715
70 H 2.054 -0.248 4.717
71 H 5.239 -0.258 0.277
72 H 6.286 -1.170 1.349
73 H 6.817 0.386 0.703
74 H 6.751 2.179 2.068
75 C 2.256 -3.559 -0.401
76 C 1.400 -4.578 -1.141
77 C 0.458 -5.320 -0.187
78 C 0.606 -4.073 -2.330
79 C 0.670 -4.865 -3.480
80 C -0.082 -4.596 -4.606
81 C -0.953 -3.520 -4.593
82 C -1.078 -2.695 -3.480
83 C -2.116 -1.591 -3.567
84 C -1.483 -0.211 -3.750
85 C -3.180 -1.670 -2.469
86 C -0.256 -2.975 -2.376
87 O -0.337 -2.111 -1.274
88 H 1.659 -3.020 0.334
89 H 2.718 -2.840 -1.083
90 H 3.046 -4.069 0.150
91 H 2.088 -5.316 -1.558
92 H -0.312 -4.644 0.196
93 H 1.014 -5.720 0.663
94 H -0.044 -6.148 -0.687
95 H 1.330 -5.724 -3.468
96 H -0.013 -5.235 -5.476
97 H -1.572 -3.318 -5.457
98 H -2.658 -1.801 -4.491
99 H -0.699 -0.009 -3.022
100 H -2.244 0.571 -3.698
101 H -1.007 -0.145 -4.729
102 H -2.823 -1.344 -1.493
103 H -3.555 -2.690 -2.368
104 H -4.026 -1.032 -2.733

Summary:
* relative energy (zero: lowest compared OMol25 entry of this formula, charge and spin): 0.00 kJ/mol
* F_max: 0.52 eV/A
* LUMO energy (alpha / beta): -6.367 / -6.367 eV
* E_tot: -2974.62591 Ha
* total charge: +2
* frontier orbital gap (alpha / beta): 5.61 / 5.61 eV